142
Properties=species:S:1:pos:R:3:forces:R:3:lowdin_charge:R:1 method="wB97M-V/def2-TZVPD" de_lowest_kcal_mol=0.00 homo_energy_ev=-12.87 charge=+3 lumo_ha=-0.227
C 20.571594 19.553699 -2.495247 -0.546 -0.836 0.457 -0.24
C 15.272348 14.274988 -2.441449 -0.595 0.674 0.839 -0.24
H 21.273157 16.125355 -5.358376 0.220 -0.219 0.475 0.11
H 16.907231 17.172426 -0.271030 0.019 0.356 0.127 0.04
H 15.622286 17.065491 -3.133969 0.795 0.112 -0.481 0.09
C 23.859855 20.875348 -4.126167 -0.810 0.350 -0.326 0.04
H 16.331032 22.351408 0.127609 -0.087 0.375 0.018 0.13
H 17.613651 15.735748 -0.891165 0.493 -0.258 0.683 0.04
C 15.731163 15.755297 -7.571765 -1.257 -0.195 0.611 -0.16
C 14.159985 17.897396 1.125992 -0.657 -0.336 -0.046 0.00
H 13.623589 18.843412 1.105572 0.138 0.078 -0.009 0.11
H 15.109753 15.199282 -1.878565 -0.136 -0.020 -0.066 0.09
C 19.402811 23.089829 -1.292455 0.413 0.246 -0.475 -0.09
H 11.536516 14.820772 0.368412 0.318 -0.117 -0.226 0.14
H 14.155013 16.332636 -3.553433 -0.325 0.242 -0.488 0.09
O 21.200780 18.356556 0.732688 -0.875 -0.411 -0.515 0.01
H 22.683553 13.500926 -4.982868 0.328 -0.623 -0.240 0.12
O 21.823078 20.511991 0.720729 -0.277 -0.377 -0.864 -0.02
H 10.791644 16.236197 -0.414398 -0.240 -0.434 0.147 0.14
H 14.782227 20.037381 -5.063210 0.261 -0.338 0.104 0.11
N 22.384587 20.530855 -4.086070 -0.533 -1.265 -1.264 -0.34
C 22.057619 19.738348 -5.320444 -0.783 0.640 -0.268 0.01
C 17.215926 21.273144 -2.912589 -0.993 -0.738 0.706 -0.09
C 21.822127 15.895529 -1.642644 -0.441 1.270 -0.396 -0.21
H 19.098974 18.286047 -2.939572 -0.105 -0.083 0.513 0.02
H 24.086147 21.286274 -3.148569 0.487 0.073 -0.116 0.12
N 20.678192 14.197192 -3.128361 -0.452 -1.839 -1.874 -0.23
H 20.166203 13.600992 -6.622470 0.053 0.063 -0.197 0.12
H 19.784205 16.059467 -3.500994 -0.716 -0.090 0.100 0.11
H 16.826329 13.799490 -3.968716 -0.532 -0.239 -0.194 0.13
C 16.968333 15.965671 -5.390231 -1.157 -0.034 -1.998 -0.11
C 19.838373 15.117346 -4.047039 1.309 0.079 0.465 -0.10
H 14.359766 17.532538 0.122229 -0.029 0.047 -0.011 0.09
H 20.408173 22.717376 -1.082544 -0.031 0.076 0.406 0.08
H 17.448211 17.017298 -7.204806 0.159 -0.320 0.065 0.12
H 15.484488 12.240166 -1.849634 0.027 -0.116 0.287 0.09
C 15.249714 20.694690 -4.326366 -0.931 0.173 0.377 -0.18
C 20.900680 19.706870 0.905386 0.692 1.651 1.185 -0.85
H 22.437537 15.263400 -3.629292 -0.218 0.048 -0.061 0.13
H 21.355015 15.617789 -0.697973 0.044 -0.675 -0.197 0.12
H 16.261935 14.878071 -7.944973 0.290 0.073 0.136 0.12
H 12.650741 18.305242 3.327475 -0.006 0.005 -0.220 0.12
H 13.613415 14.922099 2.544136 0.021 -0.002 0.027 0.12
H 14.185994 17.450465 3.625476 -0.081 0.050 0.169 0.12
C 20.956032 12.893039 -3.899456 0.244 0.287 -1.453 -0.10
C 22.027332 19.676027 -2.890846 -0.319 0.556 1.117 -0.09
C 13.169497 17.352041 3.252311 -0.084 -0.205 0.253 0.01
H 17.201133 22.299194 -3.274982 0.421 0.007 -0.008 0.15
H 19.431497 24.171911 -1.163180 -0.218 -0.011 0.141 0.09
H 21.775019 22.423084 -4.923883 0.481 -0.215 -0.030 0.12
H 21.517785 12.233824 -3.244549 -0.359 -0.123 0.203 0.14
C 16.549430 16.665493 -6.688315 0.775 0.495 -0.233 -0.17
H 18.916627 13.215935 -2.460161 0.222 -0.244 -0.146 0.09
H 22.485565 18.742442 -5.284010 0.249 0.115 0.037 0.10
H 11.262920 16.397016 2.008029 -0.145 0.125 -0.041 0.15
O 17.910941 17.306421 -2.112586 -0.151 0.412 -0.548 -0.40
H 18.677625 17.088226 -0.206630 0.129 -0.369 0.336 0.06
H 18.888562 14.611276 -4.169218 -0.047 0.072 0.221 0.09
C 21.708235 13.071787 -5.219499 -0.032 1.715 0.195 -0.15
H 16.076505 19.159512 -1.480007 -0.067 0.123 -0.045 0.07
C 18.402757 22.327812 -0.432303 0.754 -0.741 -0.529 -0.21
C 23.130804 16.646019 -1.347543 -0.667 1.018 -0.953 -0.06
N 15.732454 15.529062 -4.635082 0.970 -0.861 1.421 -0.22
H 21.155462 16.667420 -2.045853 -0.203 -0.023 0.109 0.09
H 15.233394 13.696429 -5.609599 0.397 0.184 0.059 0.15
C 11.906706 16.771364 1.212293 0.378 0.078 0.560 -0.08
H 13.956636 14.594486 -7.436855 -0.316 -0.134 0.381 0.13
H 22.823533 17.688337 -1.240836 0.179 -0.060 0.480 0.04
H 22.447735 18.683658 -3.026782 0.239 0.133 -0.151 0.12
H 22.363447 20.311997 -6.193824 0.371 -0.149 0.025 0.11
H 18.622242 22.492053 0.621792 -0.393 0.249 0.021 0.13
H 14.354033 21.567780 -1.013339 -0.070 -0.023 -0.014 0.13
H 16.806839 19.293371 -3.589969 -0.116 -0.071 -0.153 0.09
H 15.218244 21.657467 -4.844805 0.181 0.210 0.309 0.13
C 14.381272 20.691356 -3.062093 -0.330 -0.412 0.375 -0.16
H 11.646339 17.807906 1.005222 -0.228 -0.091 -0.190 0.14
H 14.890826 17.481542 -4.747681 -0.086 0.001 0.045 0.09
H 20.311336 13.050169 -1.317838 0.253 -0.206 -0.361 0.13
C 14.773688 14.676079 -5.453757 0.555 -0.182 0.094 -0.10
H 15.091064 15.817692 2.177635 0.039 0.037 -0.179 0.12
H 21.892325 22.250643 -3.164162 -0.842 0.443 0.087 0.12
H 20.578175 19.034944 -1.526777 0.380 -0.157 -0.095 0.12
H 20.486673 21.562446 -4.188128 0.048 -0.328 0.635 0.10
C 16.399766 19.999673 -0.873538 0.868 0.925 -0.481 0.04
H 15.351882 16.296491 -8.436714 0.176 -0.013 -0.102 0.12
C 21.005586 14.086629 -6.121790 -0.262 1.011 0.551 -0.16
H 22.649678 14.104876 -2.325563 -0.191 -0.474 -0.427 0.15
H 15.203968 13.325767 -0.470473 -0.011 0.031 -0.009 0.07
C 15.070446 16.711030 -4.008080 -0.665 -0.561 0.626 0.02
H 17.062614 15.288107 -3.095421 -0.089 -0.107 0.501 0.09
H 16.029073 17.613985 -6.526529 -0.238 -0.159 0.281 0.11
H 20.972637 19.665722 -5.378541 0.034 -0.266 0.179 0.09
H 18.161409 20.895373 -2.541523 0.329 0.472 -0.289 0.10
H 17.644082 16.588262 -4.809007 -0.299 -0.234 0.614 0.13
H 17.405909 15.025839 -5.731270 0.430 0.037 0.330 0.13
H 23.681856 16.429675 -0.439349 0.136 -0.583 -0.242 0.10
H 17.250070 20.479183 -4.857659 0.417 -0.361 0.220 0.13
H 23.706051 16.667444 -2.279625 0.626 -0.324 0.398 0.08
C 16.286637 14.625229 -3.501278 0.438 1.014 -0.217 -0.13
C 19.797602 13.684416 -2.034895 -0.090 1.934 1.058 0.01
H 16.788020 13.264382 -1.294912 -0.070 0.042 0.358 0.06
H 23.970114 21.577387 -4.951995 0.016 0.416 0.356 0.11
H 21.703377 14.517373 -6.837998 -0.057 -0.674 -0.460 0.12
H 12.353811 15.727280 -1.793973 0.084 -0.024 -0.007 0.10
H 14.882503 22.650070 -2.326962 -0.093 0.083 0.127 0.14
O 19.732717 19.919444 1.323535 -0.378 -0.251 -0.766 -0.07
H 13.827827 16.179481 -6.684162 -0.171 -0.119 0.178 0.12
C 21.964100 14.845239 -2.746369 0.477 -0.118 2.158 -0.11
N 13.277671 16.889329 1.836522 1.438 -0.184 -0.286 -0.35
H 12.633508 16.599807 3.827221 0.011 0.025 0.011 0.12
C 14.083264 15.604656 1.836177 -1.120 -0.341 0.397 0.03
H 19.456497 14.564159 -1.483956 -0.093 -0.058 0.059 0.09
O 12.737751 15.984221 -0.949320 0.149 -0.173 0.106 -0.08
H 16.734581 23.396922 -1.272816 -0.359 -0.134 -0.162 0.14
C 21.545586 21.773253 -4.078983 1.105 0.364 -0.024 0.02
H 14.291725 13.972935 -2.816870 0.127 0.050 -0.298 0.11
C 14.463061 15.295081 -6.773431 0.298 0.785 -1.464 -0.15
H 18.735584 21.295358 -0.534354 -0.214 -0.293 0.306 0.06
H 14.355673 19.647740 -2.728354 0.179 0.030 0.345 0.09
H 19.291137 22.898262 -2.364955 -0.324 0.093 0.011 0.05
N 16.357642 21.312999 -1.649696 -0.339 0.023 0.116 -0.24
O 19.798357 18.809438 -3.417792 -0.065 0.265 -0.522 -0.11
H 17.446163 19.854325 -0.631292 0.068 -0.347 0.309 0.09
C 11.713249 15.841229 0.023996 -0.421 0.996 -0.036 -0.20
H 19.788388 15.834415 -6.074053 -0.337 -0.050 0.275 0.11
C 17.811514 16.823421 -0.813934 -0.594 -0.047 -1.340 -0.29
H 20.283201 18.064259 0.881773 0.454 -0.697 0.176 0.07
H 20.124912 20.506910 -2.188428 0.116 0.247 -0.539 0.09
H 24.486802 20.045186 -4.442985 -0.290 -0.440 0.627 0.12
C 15.704287 13.222565 -1.427970 0.671 -0.488 -0.951 -0.06
C 20.497328 15.357190 -5.390802 0.086 -0.324 -0.597 -0.16
H 15.824095 20.143789 0.036343 -0.076 -0.036 -0.021 0.10
C 16.670609 20.318604 -3.943748 -0.052 0.408 -0.905 -0.17
H 13.319923 20.878911 -3.232252 0.110 0.493 -0.234 0.12
H 21.754219 12.171185 -5.825254 0.432 -0.398 0.629 0.13
C 16.919439 22.440817 -0.785343 0.225 -0.277 0.931 -0.09
H 19.970989 12.531965 -4.194630 -0.050 -0.393 0.561 0.13
C 14.897276 21.627003 -1.951792 0.801 -0.353 -1.208 -0.08
H 13.929261 14.464338 -4.801666 -0.202 0.348 -0.203 0.13
H 22.418756 20.154061 -1.987363 0.644 -0.034 -0.118 0.14
H 15.076323 17.954870 1.705899 0.056 0.224 -0.119 0.11
H 14.031179 15.146463 0.853806 0.302 0.239 -0.112 0.08